one) The following is a DFT calculation (wB97M-V/def2-TZVPD) of one molecule with the formula C3H5FS.

Cartesian coordinates (Å):
S1 -2.1227 -0.4760 -0.0974
H1 0.3182 1.6765 1.2233
C1 0.0614 1.2925 -0.0214
F1 1.4837 -0.6890 -0.1894
H2 0.2323 -1.7364 1.0050
C2 -0.6228 -0.1358 0.0293
H3 -0.7897 1.8942 -0.6156
H4 1.0415 1.2723 -0.6929
H5 0.1445 -1.8864 -0.7404
C3 0.2536 -1.2119 0.0995

Values from the calculation:
- total charge = 0
- HOMO energy (eV) = -8.90
- LUMO (Eh) = -0.007

=====

two) The following is a DFT calculation (wB97M-V/def2-TZVPD) of one molecule with the formula C3H5FS.

Cartesian coordinates (Å):
H1 0.8412 -1.6370 -0.2917
C1 -0.5292 -0.0881 0.2458
S1 -1.8289 0.0338 1.2608
C2 0.8521 -0.5869 0.1871
H2 -0.6225 0.3621 -0.8228
H3 1.5967 1.3594 -0.3414
H4 2.7018 0.0024 -0.4784
F1 1.2559 0.2078 -1.9814
H5 1.3128 -0.6747 1.1141
C3 1.6987 0.3711 -0.6862

Values from the calculation:
- total charge = 0
- HOMO energy (eV) = -8.73
- LUMO (Eh) = -0.011

=====

It is one) that is the least stable of them.

=====

one) The following is a DFT calculation (wB97M-V/def2-TZVPD) of a 2-piece molecular cluster, C7H14N3O overall.

Cartesian coordinates (Å):
C1 0.0665 2.1047 -0.1975
C2 -0.8778 1.7805 -1.2777
N1 2.0065 -0.8190 0.3711
H1 0.0638 3.5694 1.2425
O1 3.9549 -0.8717 -0.9485
H2 -0.9129 -3.1660 1.0565
C3 0.4018 3.5252 0.2298
N2 -1.4565 -2.6117 0.4043
C4 -0.0607 -0.5092 1.6878
H3 1.5507 3.7496 0.0645
H4 -1.8697 1.8078 -0.9211
H5 -0.6128 0.8761 -1.9504
H6 -0.7586 -1.3037 1.3881
H7 -1.2462 -1.9249 -1.3916
H8 -0.5326 0.2901 2.1683
H9 0.2316 -2.6375 -0.5964
H10 -0.1098 4.1393 -0.5071
C5 -0.7739 -2.7684 -0.8745
N3 0.7432 1.1683 0.3060
H11 0.2479 -1.0716 2.5885
H12 -0.8191 2.6058 -2.1081
H13 -2.2576 -3.2323 0.3057
H14 -0.9006 -3.8309 -1.3998
C6 0.9019 -0.0505 0.6475
C7 3.0200 -0.8192 -0.2879

Values from the calculation:
- total charge = +1
- HOMO energy (eV) = -13.14
- LUMO (Eh) = -0.159

=====

two) The following is a DFT calculation (wB97M-V/def2-TZVPD) of C7H14N3O as an isolated structure.

Cartesian coordinates (Å):
C1 -0.6992 -1.3059 0.4652
C2 -2.7204 1.9008 -0.0361
N1 -1.2810 -0.1688 -0.1308
C3 3.5917 0.8054 -0.7393
O1 2.7828 -0.1149 0.1007
N2 0.8546 -1.1659 0.5928
C4 -0.3287 1.8100 0.7950
H1 -1.9118 0.7633 1.6278
H2 -2.7956 2.8778 0.3840
H3 1.2698 -1.5809 1.4483
H4 -3.7552 1.5345 -0.0280
H5 3.2890 1.2123 -1.7693
C5 1.5813 -0.4808 -0.1815
H6 3.6653 1.6745 -0.0856
H7 4.6212 0.2677 -0.6802
H8 -2.4669 2.1044 -1.0138
H9 -1.1021 -1.2923 1.5155
H10 -0.8082 -2.7155 -1.2327
H11 -1.2976 -0.2867 -1.1435
H12 -1.7498 -3.1315 0.0855
N3 0.7643 2.1373 0.8804
H13 0.9225 0.0117 -1.3441
H14 0.0178 -3.2489 0.1224
C6 -0.8240 -2.7435 -0.2071
C7 -1.6200 1.1359 0.5745

Values from the calculation:
- total charge = +1
- HOMO energy (eV) = -13.82
- LUMO (Eh) = -0.109

=====

It is two) that is the least stable of them.

=====

one) The following is a DFT calculation (wB97M-V/def2-TZVPD) of a 2-piece molecular cluster, H3IN2 overall.

Cartesian coordinates (Å):
N1 0.1736 0.6183 0.0671
H1 -0.3198 -1.3898 0.2474
H2 1.8249 0.6304 0.0251
H3 -1.2543 -0.0954 0.8790
I1 -0.1198 0.6860 -1.9631
N2 -0.3046 -0.4494 0.7445

Values from the calculation:
- total charge = 0
- HOMO energy (alpha / beta) (eV) = -8.96 / -8.97
- LUMO (alpha / beta) (Eh) = -0.026 / -0.026

=====

two) The following is a DFT calculation (wB97M-V/def2-TZVPD) of H3IN2 as an isolated structure.

Cartesian coordinates (Å):
H1 -1.0825 -1.7407 -0.3551
N1 -0.5739 -0.3561 0.9161
H2 0.6890 -1.1868 -0.3024
N2 -0.2439 -1.1007 0.0924
I1 -3.0395 0.3111 -0.0473
H3 -2.8152 1.3935 1.1197

Values from the calculation:
- total charge = 0
- HOMO energy (eV) = -7.92
- LUMO (Eh) = 0.021

=====

It is one) that is the least stable of them.

=====

one) The following is a DFT calculation (wB97M-V/def2-TZVPD) of one molecule with the formula C3H5F.

Cartesian coordinates (Å):
H1 -0.3269 -0.8055 2.2077
H2 -1.3551 0.4969 1.5822
F1 -1.0754 0.5835 -1.4787
H3 0.4760 -0.6918 -1.7994
H4 1.2357 -0.4416 0.4377
C1 0.2321 0.1686 -1.1171
C2 -0.5072 -0.1221 1.3533
C3 0.3500 0.0254 0.3696
H5 0.9707 0.7866 -1.5554

Values from the calculation:
- total charge = 0
- HOMO energy (eV) = -9.67
- LUMO (Eh) = 0.033

=====

two) The following is a DFT calculation (wB97M-V/def2-TZVPD) of a 2-piece molecular cluster, C3H5F overall.

Cartesian coordinates (Å):
F1 0.5928 1.8596 1.1612
C1 -0.0286 2.1028 0.0576
H1 -0.1774 -0.7304 -1.6141
C2 -0.6526 -0.9611 0.5927
H2 0.3538 -2.1537 -0.8847
C3 0.0138 -1.2153 -0.6287
H3 0.8240 -0.5768 -0.3680
H4 -0.3532 3.2431 0.1576
H5 -0.5728 -1.5682 1.5264

Values from the calculation:
- total charge = 0
- HOMO energy (alpha / beta) (eV) = -7.81 / -7.87
- LUMO (alpha / beta) (Eh) = -0.003 / -0.001

=====

It is two) that is the least stable of them.